# 1
Density functional theory data (ωB97M-V/def2-TZVPD) for a 2-piece molecular cluster, C8H10O2PS2 overall at a distorted geometry.

Geometry as XYZ:
```
23
Properties=species:S:1:pos:R:3
C -1.349 -2.340 0.357
C -0.187 -2.447 0.974
C -1.700 -1.197 -0.326
C 0.607 -1.359 1.224
C -0.884 -0.132 -0.163
C 0.316 -0.183 0.558
C -1.748 2.325 0.112
C -1.225 1.175 -0.784
O 2.772 -1.242 -1.039
O 4.757 0.396 -1.409
P 3.364 0.113 -0.907
S 1.203 1.280 0.996
S 3.139 0.742 1.144
H -1.978 -3.234 0.301
H 0.160 -3.353 1.291
H -2.556 -1.140 -0.821
H 1.454 -1.393 1.883
H -2.780 2.189 0.524
H -1.751 3.089 -0.661
H -0.951 2.437 0.819
H -0.332 1.573 -1.270
H -2.000 1.027 -1.420
H 1.668 1.675 -1.382
```

Frontier orbital gap (alpha / beta)   3.80 / 5.54 eV
Net charge   -1
Multiplicity   3
LUMO (alpha / beta)   0.113 / 0.029 Ha

What are the Mulliken partial charges on each atom? They are as follows, in elementary charge units: -0.56 -0.57 -0.75 -0.60 0.76 0.52 -0.79 -1.24 -0.47 -0.56 0.54 -0.12 -0.24 0.28 0.46 0.58 0.35 0.27 0.25 0.30 0.08 0.58 -0.06

***

# 2
Density functional theory data (ωB97M-V/def2-TZVPD) for C8H10OS as an isolated structure at a distorted geometry.

Geometry as XYZ:
```
20
Properties=species:S:1:pos:R:3
C 1.742 -2.153 1.625
C 1.384 -1.803 -0.876
C 0.841 -1.162 1.338
C 0.578 -1.105 -0.044
C -0.049 -0.247 2.111
C -0.413 0.136 -0.166
C -1.440 0.007 -1.238
C 0.385 1.340 -0.580
O -0.840 0.369 1.142
S 2.303 -2.819 0.148
H 2.139 -2.286 2.585
H 1.072 -2.164 -1.818
H -0.578 -0.863 2.927
H 0.514 0.660 2.538
H -2.226 -0.642 -0.868
H -1.153 -0.275 -2.184
H -1.901 0.978 -1.382
H -0.089 2.166 -1.073
H 1.141 0.987 -1.284
H 0.932 1.616 0.357
```

Frontier orbital gap   9.72 eV
Net charge   0
Energy above the lowest of the compared OMol25 structures with the same formula, charge and spin   0.8326 eV
LUMO   0.031 Ha

What are the Mulliken partial charges on each atom? They are as follows, in elementary charge units: -0.70 -0.43 -0.10 0.44 -0.55 1.63 -1.80 -1.49 -0.48 -0.16 0.49 0.37 0.25 0.25 0.39 0.41 0.43 0.41 0.35 0.29

***

# 3
Density functional theory data (ωB97M-V/def2-TZVPD) for one molecule with the formula C8H10OS at a distorted geometry.

Geometry as XYZ:
```
20
Properties=species:S:1:pos:R:3
C 2.529 -0.231 -1.849
C 1.910 -0.684 -0.485
C 1.951 0.071 0.925
C 0.699 -0.157 0.164
C -0.605 0.103 0.045
S -1.392 -0.586 -1.367
C -2.834 -0.831 -0.427
C -2.806 -0.284 0.827
C -1.563 0.517 1.117
O -1.834 1.926 1.452
H 3.551 0.094 -1.880
H 1.878 0.557 -2.146
H 2.288 -1.072 -2.539
H 2.298 -1.628 -0.242
H 2.094 -0.474 1.903
H 1.981 1.164 1.121
H -3.806 -1.141 -0.752
H -3.775 -0.111 1.249
H -1.051 0.233 2.169
H -1.513 2.533 0.714
```

Frontier orbital gap   8.61 eV
Net charge   0
SMILES   C[C@H]1C/C1=C1/SC=C[C@@H]1O
Energy above the lowest of the compared OMol25 structures with the same formula, charge and spin   2.8724 eV
LUMO   0.024 Ha

What are the Mulliken partial charges on each atom? They are as follows, in elementary charge units: -1.20 -0.08 -0.89 -0.05 0.39 -0.25 -0.21 -0.73 0.48 -0.55 0.34 0.33 0.33 0.36 0.27 0.26 0.39 0.34 0.13 0.34

***

# 4
Density functional theory data (ωB97M-V/def2-TZVPD) for a 2-piece molecular cluster, C8H10OS overall at a distorted geometry.

Geometry as XYZ:
```
20
Properties=species:S:1:pos:R:3
C -0.441 0.281 1.565
C 0.861 0.224 1.327
C 0.851 -1.788 -0.017
C -0.428 -2.083 0.410
C 1.515 -0.570 0.256
C 2.754 -0.143 -0.334
C 2.824 1.308 -0.774
C -2.825 0.287 -1.810
O 3.723 -0.873 -0.318
S -1.565 -0.688 0.649
H 1.531 0.735 1.908
H 1.384 -2.562 -0.567
H -0.935 -2.971 0.183
H 1.962 1.432 -1.423
H 3.609 1.442 -1.406
H 2.764 2.074 0.033
H -3.788 0.766 -1.389
H -1.992 0.908 -1.921
H -2.585 -0.730 -2.099
H -2.163 -1.134 1.834
```

Frontier orbital gap (alpha / beta)   7.41 / 6.54 eV
Net charge   0
Energy above the lowest of the compared OMol25 structures with the same formula, charge and spin   7.2092 eV
LUMO (alpha / beta)   -0.007 / -0.044 Ha

What are the Mulliken partial charges on each atom? They are as follows, in elementary charge units: -0.50 -0.47 -0.21 -0.58 0.45 0.25 -1.19 -1.05 -0.55 0.15 0.54 0.38 0.45 0.35 0.39 0.31 0.30 0.36 0.38 0.23

***

# 5
Density functional theory data (ωB97M-V/def2-TZVPD) for an isolated ion of composition C8H11BNO2 and charge +1 at a distorted geometry.

Geometry as XYZ:
```
23
Properties=species:S:1:pos:R:3
O 2.876 -1.134 -0.983
B 2.166 -0.011 -0.993
O 2.121 0.954 -1.935
C 1.257 0.242 0.324
N 0.670 1.935 0.236
C -0.787 1.841 0.070
C -1.157 0.396 0.301
C -2.441 -0.105 0.410
C -2.612 -1.456 0.667
C -1.515 -2.291 0.797
C -0.227 -1.795 0.671
C -0.052 -0.441 0.428
H 3.445 -1.389 -1.711
H 2.620 0.828 -2.745
H 1.825 0.194 1.250
H 1.160 2.311 -0.574
H 0.964 2.382 1.101
H -1.068 2.135 -0.943
H -1.302 2.492 0.779
H -3.297 0.546 0.307
H -3.607 -1.856 0.769
H -1.668 -3.337 1.007
H 0.628 -2.444 0.766
```

Frontier orbital gap   9.73 eV
Net charge   +1
SMILES   OB(O)[C@H]1[NH2+]Cc2ccccc21
Energy above the lowest of the compared OMol25 structures with the same formula, charge and spin   0.0000 eV
LUMO   -0.110 Ha

What are the Mulliken partial charges on each atom? They are as follows, in elementary charge units: -0.45 0.59 -0.59 -0.22 -0.25 -0.72 0.47 -0.80 -0.50 -0.62 -0.56 0.50 0.31 0.31 0.37 0.34 0.35 0.29 0.41 0.45 0.42 0.42 0.48

***

# 6
Density functional theory data (ωB97M-V/def2-TZVPD) for one molecule with the formula C8H11BO3 at a distorted geometry.

Geometry as XYZ:
```
23
Properties=species:S:1:pos:R:3
C 1.334 -0.308 1.600
C 2.275 0.143 0.763
C 2.237 0.136 -0.700
C 1.275 -0.266 -1.535
C -0.147 -0.645 -1.386
C -0.808 -0.096 -0.351
B -0.283 1.294 0.125
O 0.151 2.169 -0.866
O -0.367 1.661 1.430
C -2.179 -0.341 -0.128
C -2.424 -1.801 0.101
O -3.031 0.516 0.123
H 1.439 -0.130 2.709
H 0.525 -0.945 1.213
H 3.188 0.640 1.131
H 3.143 0.350 -1.253
H 1.575 -0.289 -2.669
H -0.547 -1.323 -2.033
H 0.273 3.072 -0.446
H -0.321 2.630 1.682
H -2.020 -2.456 -0.685
H -3.499 -1.880 0.150
H -1.789 -2.134 1.025
```

Frontier orbital gap   8.00 eV
Net charge   0
SMILES   C=C/C=C\C=C(/B(O)O)C(C)=O
Energy above the lowest of the compared OMol25 structures with the same formula, charge and spin   0.2539 eV
LUMO   -0.011 Ha

What are the Mulliken partial charges on each atom? They are as follows, in elementary charge units: -0.82 -0.14 -0.27 -0.43 -0.21 0.03 0.91 -0.55 -0.54 0.27 -1.11 -0.65 0.26 0.38 0.30 0.33 0.17 0.61 0.27 0.26 0.34 0.37 0.23

***

no.,electronic energy (Eh)
1,-1598.942293
2,-784.191940
3,-784.116979
4,-783.957605
5,-541.408755
6,-561.991963